No. 1
The following is a quantum chemistry calculation of a cluster of 2 separate species, CH5BO2S in total at a distorted geometry, from the OMol25 dataset.

Computed properties:
Highest occupied orbital energy (spin up / spin down) (Eh): -0.307 / -0.307
Maximum force (hartree/bohr): 0.07460
ΔE to the lowest compared entry with this formula, charge and spin (eV): 5.557

Element x y z (Å)
B  0.023  -1.355  -0.393
C  -0.018  0.575  1.462
O  0.325  1.324  -1.305
O  0.120  -2.132  -1.412
S  0.050  -1.217  1.326
H  -0.264  0.976  0.351
H  1.057  1.014  1.716
H  -0.728  0.892  2.225
H  -0.538  1.598  -1.617
H  -0.027  -1.675  -2.354

No. 2
The following is a quantum chemistry calculation of a cluster of 2 separate species, CH5BOS in total at a distorted geometry, from the OMol25 dataset.

Computed properties:
Highest occupied orbital energy (Eh): -0.324
Maximum force (hartree/bohr): 0.09809
ΔE to the lowest compared entry with this formula, charge and spin (eV): 2.527

Element x y z (Å)
B  -0.128  0.466  -0.714
C  -0.293  -0.415  0.654
O  -0.496  1.747  -0.413
S  1.241  -1.419  1.167
H  0.124  0.022  -1.758
H  -1.014  -1.228  0.374
H  -0.559  0.337  1.917
H  -0.547  2.289  -1.117
H  1.672  -1.800  -0.109

No. 3
The following is a quantum chemistry calculation of a cluster of 2 separate species, CH5BOS in total at a distorted geometry, from the OMol25 dataset.

Computed properties:
⟨S²⟩: 2.00
Highest occupied orbital energy (spin up / spin down) (Eh): -0.176 / -0.362
Maximum force (hartree/bohr): 0.30286
Multiplicity: 3
ΔE to the lowest compared entry with this formula, charge and spin (eV): 4.015

Element x y z (Å)
B  0.509  0.803  -0.628
C  1.581  -0.032  0.262
O  -0.286  1.371  -1.324
S  -3.573  0.072  0.370
H  1.986  -0.900  -0.300
H  2.377  0.522  0.762
H  0.928  -0.352  1.086
H  -2.810  -0.036  1.417
H  -2.730  0.914  -0.287

No. 4
The following is a quantum chemistry calculation of an isolated molecule of CH5BS at a distorted geometry, from the OMol25 dataset.

Computed properties:
Structure (SMILES): CBS
Highest occupied orbital energy (Eh): -0.368
Maximum force (hartree/bohr): 0.09396
ΔE to the lowest compared entry with this formula, charge and spin (eV): 0.087

Element x y z (Å)
C  -0.906  0.546  -0.094
B  0.160  -0.435  -0.017
S  1.898  0.134  -0.143
H  -1.883  0.245  0.486
H  -1.262  0.684  -1.120
H  -0.555  1.507  0.343
H  0.223  -1.600  0.310
H  2.325  -1.083  0.234

No. 5
The following is a quantum chemistry calculation of an isolated molecule of CH5BS at a distorted geometry, from the OMol25 dataset.

Computed properties:
⟨S²⟩: 2.00
Highest occupied orbital energy (spin up / spin down) (Eh): -0.144 / -0.414
Maximum force (hartree/bohr): 0.08781
Multiplicity: 3
ΔE to the lowest compared entry with this formula, charge and spin (eV): 2.685

Element x y z (Å)
B  0.788  -0.602  0.213
C  -0.663  -0.228  -0.417
S  0.222  1.350  -0.248
H  1.036  -0.638  1.300
H  1.566  -0.829  -0.509
H  -1.661  -0.184  0.216
H  -1.002  -0.285  -1.464
H  -0.287  1.416  0.909

No. 6
The following is a quantum chemistry calculation of a cluster of 2 separate species, CH5BrN in total at a distorted geometry, from the OMol25 dataset.

Computed properties:
Highest occupied orbital energy (spin up / spin down) (Eh): -0.534 / -0.540
Maximum force (hartree/bohr): 0.10619
Net charge: +1
ΔE to the lowest compared entry with this formula, charge and spin (eV): 3.651

Element x y z (Å)
C  -0.037  -0.010  -0.648
N  0.251  0.226  0.738
Br  1.181  -0.852  -1.770
H  -1.809  -0.874  -0.762
H  -0.532  0.885  -0.942
H  0.954  0.845  0.981
H  -0.512  0.514  1.273
H  0.504  -0.733  1.129

ΔE to the lowest compared entry with this formula, charge and spin of number 2 (CH5BOS)? 2.527 eV